1.
Here is a cluster of 15 separate species, C45H45F15O45 in total from OMol25. Energies are from ωB97M-V/def2-TZVPD.

Geometry as XYZ:
```
150
C45H45F15O45 | OMol25 | ωB97M-V/def2-TZVPD
O -5.18074 2.33866 -0.50962
C -2.41087 -5.79983 0.78266
H 1.00126 7.17274 2.17235
O 2.32443 2.15513 2.87379
O 0.30978 5.11254 2.69838
O -1.28508 1.06996 -6.45287
O -2.20451 -0.90976 5.07880
C -5.06647 1.06670 -0.38356
O -0.52807 -1.00818 0.37975
F -1.69639 7.07676 3.88039
C 0.40533 0.09327 4.86984
O 2.80592 3.75730 4.39134
F -3.65226 -3.04282 -3.06195
C 5.41419 3.91853 -1.77443
H -3.25664 -2.52788 -0.64004
O 4.54650 0.69941 -1.04832
O -2.63099 2.08911 -4.90333
F 3.75795 2.01469 -5.44782
C 4.48015 -0.47267 -1.38194
C 0.98485 -4.44933 -3.64942
O -0.04934 6.89554 -0.86919
C -4.16121 2.97174 0.29122
H -1.99875 -3.81072 1.45894
H -2.67002 0.76064 3.88947
C -0.77464 4.66670 2.09015
O 0.58399 -0.26888 3.62899
C -1.00715 0.12727 0.84026
O 2.14584 -4.82964 -3.71914
H 1.75743 2.97464 -4.46212
O -3.88414 -1.87379 4.07395
H 1.98933 -1.38834 2.75185
C 0.05632 5.42793 4.05632
H 5.36189 -3.06182 -2.72038
H 2.41522 1.49718 -6.87226
H -4.97720 -0.25917 3.60863
H 5.75014 4.18917 0.42591
O -0.86910 4.17081 1.00368
C 3.65317 -6.94676 1.10365
H 6.08123 3.04534 -1.68021
H -5.37759 -2.20258 -2.42305
O 2.50805 0.17621 -5.29843
O -0.73316 1.10400 0.02583
O 0.14909 -7.00770 2.61024
O -1.91519 -3.00751 4.35520
C 0.87073 7.61669 1.17197
H 3.64272 -2.66392 -3.16414
H -2.00879 -4.86124 -4.50159
H 2.27996 -2.22327 5.54079
O 3.75798 4.06099 -0.19680
C -0.75534 -6.36839 2.19049
O -1.85429 4.93489 2.87036
O -5.58283 0.25469 -1.10770
H -1.50298 -3.74455 -2.25982
H 0.13724 -1.61586 -1.42540
H -4.59059 3.89021 0.74469
H -5.01606 -2.33749 -0.03819
C 1.10175 6.63978 -0.02470
O 3.44897 -6.03625 2.19059
O -5.39131 -6.15456 -0.82258
H 1.61877 -7.23489 0.25376
O 1.13348 -0.75914 5.74542
O 2.01849 3.45500 -1.56195
H -3.41540 -6.15865 0.72133
C 3.18270 3.68469 -1.34722
O -0.48706 7.97392 1.05901
C -0.91050 -3.42563 -3.08958
O 0.01863 -4.94097 -4.49154
C -3.80992 1.88011 1.27828
H 0.68108 6.33515 4.27746
O -1.12265 -5.19222 2.66091
C 2.55168 1.49291 -5.75274
O -1.59845 0.16095 1.83627
C 3.07359 1.31049 1.97590
O -4.35595 -4.30386 -0.21532
F 4.87944 -6.79787 0.39321
C -2.21022 -4.75474 1.91608
H 4.93198 0.49385 2.87798
F -3.15288 1.00129 5.70507
F -1.47022 0.24716 -1.87763
C -5.10225 -5.01859 -1.08062
H 0.32580 1.29175 -1.68908
O -3.38161 0.35443 -6.08381
C 2.04066 -1.38538 4.92799
C -4.71691 -3.04305 -2.15778
H -2.75697 1.91139 1.59777
F 3.14457 -0.55355 4.72688
C 2.64892 -5.00317 1.74247
O 4.12136 3.49061 -2.27749
H -4.98203 -0.56904 5.37517
O -0.18591 1.08824 5.21897
C 1.68185 -0.05424 -4.28872
H -3.31662 3.20631 -0.28394
C -4.26397 -2.92403 -0.67029
H 3.01996 1.74969 0.97282
H 5.84680 4.62932 -2.41583
F -3.53843 1.23890 -3.06162
F 5.16288 5.85907 -0.42646
F -4.61627 1.99785 2.42063
H -3.06189 -4.58950 2.55425
O 4.49319 2.41665 3.53411
O 2.26261 -5.24396 0.51152
C 3.18137 2.89485 3.65318
H 2.01272 6.78579 -0.54287
O -1.49187 -6.78403 1.09114
C -4.36342 -0.59998 4.43642
H -5.25128 1.21456 -5.76700
O 1.60223 -1.06814 -3.71742
C 1.27707 -1.54913 3.59442
C -3.06561 0.17292 4.66565
C 2.49146 -6.60349 0.17533
C -0.33202 0.56989 -1.20281
H 0.43658 2.20407 -5.59627
O 0.48286 -3.63737 -2.79703
F -1.99415 -5.29136 -0.41643
C 0.31186 -0.76880 -0.77564
O 4.83530 -1.05008 -2.59007
H 0.41936 4.67753 4.76875
C -1.13233 -4.18893 -4.36650
H 1.36916 -0.59426 -0.49282
F 5.02558 -3.17604 -0.21430
O 2.34850 -4.04244 2.38351
O -5.32720 -4.33561 -2.20551
C 4.54238 1.41553 2.51742
C 4.49546 -2.49808 -2.51054
C -4.46779 0.73143 -5.23561
C -1.45462 5.70469 4.00484
O -1.93421 8.07343 -0.62704
H 3.10756 -3.27053 -0.98897
H -4.79752 -0.19036 -4.81517
H 3.63273 -7.98111 1.45769
H 2.88686 -6.61312 -0.84554
O 3.77072 -1.40851 -0.64615
O -4.19484 0.73800 0.63357
C -2.30513 1.14997 -5.86050
F 5.42080 1.87025 1.58739
C 5.04888 4.49122 -0.42657
H 0.67078 -2.41993 3.50588
H 1.00257 5.67302 0.45706
C 4.06137 -2.69784 -1.09231
C -3.83489 1.79952 -4.23809
H 2.62583 0.29540 2.05442
F 1.68886 8.70122 1.07118
H -1.09810 -2.37656 -3.23783
C -0.88610 7.68189 -0.18959
O 1.02181 1.07900 -4.06522
C 1.37304 2.09958 -4.99298
H -4.41335 2.70453 -4.24442
F -1.25753 -3.34334 -5.43133
H -2.00726 5.38065 4.86382
C -2.60660 -2.03342 4.48765
```

Computed properties:
charge: 0
max |F|: 0.088 Eh/bohr
frontier orbital gap: 11.15 eV
total energy: -180297.5910 eV
ΔE to the lowest compared entry with this formula, charge and spin: 0.0 kcal/mol
HOMO: -10.9394 eV

2.
Here is a structure of composition C45H45MoN4O2PS from OMol25. Energies are from ωB97M-V/def2-TZVPD.

Geometry as XYZ:
```
99
C45H45MoN4O2PS | OMol25 | ωB97M-V/def2-TZVPD
H -0.69437 -3.08768 0.08172
C 3.78572 1.22920 -2.49891
N 0.23894 -0.20274 5.39237
H 2.07710 0.04720 6.32222
H 2.78109 -2.14770 5.47018
C 0.26423 -2.28991 3.25157
H 2.03217 1.01947 2.78811
C -2.35010 -1.46121 -1.29076
H 3.37612 -0.15362 4.37338
C 0.30262 1.99251 -2.16420
C -2.66881 -0.25335 -2.17517
C 2.17741 1.45124 -0.60765
H 1.51291 -1.09532 -1.52604
C 2.29466 -0.61067 -2.09986
C -2.03799 4.23034 -0.19424
C -5.44449 -3.64600 -1.61410
H -2.57661 5.89357 -1.43105
C -2.42008 2.98205 0.28375
H 0.96262 -4.69670 -0.78535
C 3.01956 3.06645 1.17017
H -3.73199 -3.23577 -2.82556
H -5.43601 2.71394 -1.22784
C 3.21330 1.91656 0.41162
N 0.93171 -2.36614 4.55451
H -0.73786 -2.71390 3.33195
C -3.65086 -2.18050 -0.95271
C -4.08828 4.37179 -1.44483
C 4.30340 0.57654 -3.60504
O 1.27101 0.66584 0.18657
C -1.42916 0.92229 -3.97159
C -3.64863 2.43963 -0.08104
H 2.19623 3.73567 0.95981
C 1.57635 0.27229 5.38088
H 1.62595 1.34044 5.17372
C 2.77517 0.64033 -1.74095
C -6.08758 -3.41678 -0.40549
C 0.20503 -1.64876 5.60334
H -0.82878 -1.98734 5.62356
H 2.83828 -2.43746 3.70910
H 2.43537 -2.24269 -3.47674
H 1.18356 3.03333 -3.80047
N -0.64399 1.12797 -1.72843
C 3.88166 3.37430 2.21744
N 2.39714 -0.43546 4.28466
H -2.14345 0.49102 -4.65897
C 5.15056 1.38785 1.75533
H -3.96332 1.48948 0.33599
Mo -0.50864 0.28934 0.35770
C 2.81827 -1.26695 -3.20944
C -0.53471 0.21564 4.21983
H -0.09999 -3.62313 -4.78590
C -0.45726 1.79320 -4.42058
C -2.87284 4.92089 -1.06119
C -0.21505 -3.49830 -3.71726
H 5.08995 1.04142 -4.18437
H 4.22267 -1.18736 -4.82669
H -6.00859 -2.38474 1.47086
H 0.66383 -1.87609 6.56605
H -3.85971 -1.28581 0.98853
H 2.54259 -0.54621 2.17258
O -1.81914 -0.89710 -0.08069
C 0.38421 -4.09315 -1.47306
H 0.81151 -2.88487 2.51756
H -3.35957 0.36766 -1.60014
C 4.94427 2.53386 2.51720
H -4.73984 4.91594 -2.11515
C 0.40989 2.34235 -3.49721
H -0.38082 2.04433 -5.47004
S -1.39258 2.09906 1.44366
C -1.51698 0.60859 -2.62450
C 0.54598 -4.25787 -2.84225
H -0.52627 1.30320 4.12672
H -5.88545 -4.30935 -2.34604
C 4.29026 1.08339 0.70984
H 3.72956 4.28151 2.78761
H 5.62800 2.78733 3.31710
C -4.23112 -3.03375 -1.88544
C 3.81721 -0.67533 -3.96438
C -4.47792 3.13406 -0.95006
H -1.09320 4.66165 0.11396
H 6.00069 0.74773 1.95610
C -1.30445 -2.40932 -1.85960
H 0.75007 3.04755 -0.36013
C -0.53773 -3.17901 -0.98693
C 1.28752 2.56666 -1.17931
C 2.29081 -1.95312 4.51663
P 0.15010 -0.53622 2.67824
H -3.22137 -0.58538 -3.05256
C -4.29799 -1.95041 0.25558
H 4.17672 2.20087 -2.21709
C 1.91594 -0.05858 2.91856
C -1.13272 -2.57722 -3.22849
H 4.46469 0.19873 0.10895
C -5.51143 -2.56963 0.52770
H 1.25346 -4.98234 -3.22327
H -7.03282 -3.89765 -0.19339
H 1.89950 3.31427 -1.68201
H -1.57706 -0.08111 4.34281
H -1.72001 -2.00082 -3.93157
```

Computed properties:
charge: +2
max |F|: 0.010 Eh/bohr
frontier orbital gap (alpha / beta): 7.32 / 7.34 eV
total energy: -79420.0243 eV
HOMO (alpha / beta): -13.1915 / -13.1853 eV